# 1
154
Properties=species:S:1:pos:R:3:forces:R:3:lowdin_charge:R:1 method="wB97M-V/def2-TZVPD" lumo_ev=0.3 total_energy_ev=-200105.6067 e_above_lowest_ev=0.634 homo_lumo_gap_ev=7.498 homo_energy_ha=-0.264
Hf -0.359 0.397 0.589 -0.532 -1.696 1.423 1.45
C -1.220 4.073 4.646 0.002 -0.062 -0.062 -0.02
C -0.519 3.096 5.590 -0.013 0.052 -0.140 -0.53
C -0.704 3.528 7.049 -0.082 0.010 0.032 -0.05
C 0.986 3.091 5.314 -0.015 -0.190 0.030 -0.07
N -1.169 1.756 5.420 0.011 0.022 0.166 0.01
C -2.309 1.429 6.149 0.128 0.159 -0.034 -0.05
C -2.706 0.214 5.749 -0.021 -0.210 -0.189 -0.05
N -1.842 -0.218 4.762 0.226 -0.109 0.257 0.02
B -2.069 -1.646 4.182 0.075 0.119 -0.156 -0.58
N -3.322 -1.673 3.291 -0.072 0.031 0.090 0.01
C -4.186 -2.749 3.318 0.257 0.035 0.035 -0.06
C -5.184 -2.497 2.461 -0.125 0.163 -0.143 -0.04
N -4.954 -1.241 1.907 -0.080 -0.042 -0.035 0.02
C -3.780 -0.750 2.411 -0.021 -0.325 0.002 -0.65
S -2.965 0.707 2.037 -0.365 0.062 0.027 0.74
C -5.817 -0.666 0.825 0.102 0.043 -0.051 -0.54
C -7.098 -1.490 0.725 -0.027 -0.078 -0.014 -0.06
C -5.046 -0.753 -0.493 0.066 0.054 0.061 -0.03
C -6.219 0.775 1.143 0.070 -0.030 0.105 -0.05
N -0.808 -2.301 3.520 -0.105 -0.163 0.150 0.04
C 0.146 -2.849 4.355 -0.185 0.147 -0.009 -0.05
C 0.928 -3.656 3.625 0.097 -0.089 -0.163 -0.05
N 0.469 -3.610 2.312 0.028 -0.066 0.007 0.01
C -0.596 -2.752 2.264 0.262 -0.018 0.105 -0.62
S -1.448 -2.198 0.878 0.063 -0.088 -0.114 0.73
C 0.972 -4.617 1.314 -0.061 0.054 -0.042 -0.52
C 0.807 -4.211 -0.152 -0.008 0.169 0.114 -0.06
C 2.469 -4.824 1.571 0.027 0.000 0.024 -0.04
C 0.200 -5.914 1.560 -0.020 0.008 0.031 -0.02
C -0.915 0.738 4.541 -0.485 0.113 -0.054 -0.64
S 0.294 0.673 3.333 0.211 -0.044 0.282 0.75
H -0.780 5.069 4.747 -0.023 -0.039 -0.003 0.09
H -2.287 4.136 4.872 0.057 -0.007 -0.015 0.09
H -1.104 3.739 3.612 -0.015 0.047 0.067 0.07
H -0.095 4.413 7.229 -0.030 -0.002 -0.012 0.09
H -0.376 2.740 7.730 0.003 0.048 -0.005 0.10
H -1.737 3.791 7.282 0.064 0.006 0.000 0.07
H 1.382 4.065 5.611 -0.020 -0.058 0.015 0.09
H 1.209 2.932 4.267 0.014 -0.018 -0.043 0.01
H 1.492 2.312 5.891 -0.027 0.063 -0.027 0.09
H -2.746 2.084 6.879 0.084 -0.071 -0.036 0.11
H -3.542 -0.384 6.073 0.111 0.025 -0.040 0.13
H -2.325 -2.358 5.128 0.012 0.062 0.003 0.12
H -4.007 -3.607 3.945 0.005 0.099 -0.028 0.12
H -6.034 -3.102 2.205 0.043 0.074 0.037 0.11
H -6.912 -2.497 0.344 -0.019 0.044 0.020 0.08
H -7.764 -0.988 0.023 0.015 -0.025 -0.009 0.09
H -7.611 -1.558 1.688 0.002 0.029 -0.066 0.09
H -4.788 -1.795 -0.709 -0.030 0.079 0.003 0.09
H -4.122 -0.178 -0.428 -0.044 -0.054 -0.031 0.04
H -5.654 -0.356 -1.311 0.024 -0.033 0.063 0.10
H -6.794 0.816 2.073 0.023 0.000 -0.062 0.09
H -6.840 1.152 0.327 0.026 -0.043 0.068 0.09
H -5.348 1.416 1.243 0.030 0.020 0.003 0.02
H 0.181 -2.614 5.406 -0.038 -0.014 -0.075 0.13
H 1.772 -4.247 3.929 -0.097 0.048 -0.042 0.11
H 1.222 -3.225 -0.352 -0.020 -0.056 -0.002 0.06
H -0.233 -4.199 -0.459 -0.043 0.019 -0.021 0.04
H 1.353 -4.938 -0.758 -0.033 0.023 0.043 0.09
H 2.984 -3.862 1.626 -0.009 -0.040 -0.003 0.08
H 2.897 -5.389 0.742 -0.019 -0.004 0.038 0.09
H 2.664 -5.382 2.489 0.019 0.035 -0.066 0.08
H -0.864 -5.751 1.371 0.054 -0.035 0.006 0.09
H 0.325 -6.254 2.592 -0.008 0.007 -0.058 0.09
H 0.559 -6.698 0.887 -0.024 0.054 0.042 0.09
O -1.075 2.320 0.990 0.381 1.090 0.260 -0.35
N -0.219 3.227 1.303 -0.031 0.307 -0.072 0.05
N 0.978 2.861 1.180 0.332 0.351 0.019 -0.18
O 1.305 1.657 0.761 0.216 1.089 0.178 -0.24
C 2.036 3.754 1.592 -0.002 -0.081 -0.057 -0.18
C 3.322 3.249 1.622 0.029 -0.098 -0.009 -0.01
C 4.360 4.073 2.038 -0.017 -0.008 -0.006 -0.07
C 4.105 5.381 2.419 -0.003 0.014 0.009 -0.08
C 2.803 5.869 2.385 0.043 0.011 0.003 -0.07
C 1.759 5.061 1.972 -0.161 -0.123 -0.065 -0.02
H 3.494 2.224 1.329 -0.008 0.043 0.008 0.10
H 5.371 3.685 2.067 -0.051 0.013 -0.006 0.10
H 4.917 6.021 2.743 -0.039 -0.026 -0.014 0.10
H 2.599 6.891 2.681 0.004 -0.045 -0.021 0.11
H 0.743 5.429 1.937 0.037 0.007 0.004 0.11
Br -0.860 4.201 -4.614 -0.024 0.073 -0.008 0.79
C 0.713 3.735 -3.678 0.054 -0.073 -0.056 -0.66
C 1.680 2.957 -4.282 0.038 -0.034 0.045 -0.11
C 2.805 2.624 -3.542 -0.037 0.119 -0.127 -0.05
C 2.909 3.100 -2.245 -0.069 0.078 0.084 -0.12
N 1.970 3.851 -1.666 -0.101 0.011 0.007 0.09
C 0.882 4.153 -2.369 0.153 -0.053 0.133 -0.20
H 1.552 2.602 -5.296 0.019 0.034 0.032 0.10
H 3.581 2.000 -3.964 -0.122 0.095 0.054 0.09
H 3.779 2.868 -1.637 -0.086 0.026 -0.078 0.09
H 0.110 4.727 -1.867 0.039 0.009 -0.055 0.11
O 1.234 -0.897 1.227 0.861 -0.358 0.107 -0.21
C 1.834 -0.876 0.124 0.636 -0.453 0.056 -0.61
N 3.141 -1.156 -0.050 0.043 0.122 -0.220 0.19
C 3.450 -1.110 -1.471 0.065 0.084 0.012 -0.24
C 2.082 -0.546 -2.023 -0.099 0.022 0.059 -0.37
O 1.917 -0.222 -3.170 -0.042 -0.149 -0.056 0.11
N 1.181 -0.499 -0.983 0.179 -0.115 0.188 0.14
C 3.773 -2.520 -1.961 -0.069 0.075 -0.138 -0.15
C 2.960 -3.198 -2.858 -0.050 -0.007 -0.004 -0.02
C 3.259 -4.508 -3.220 0.005 0.017 0.000 -0.07
C 4.368 -5.147 -2.686 0.004 0.000 0.010 -0.09
C 5.193 -4.464 -1.798 -0.010 0.045 0.029 -0.08
C 4.899 -3.158 -1.442 0.050 -0.016 -0.006 -0.03
C 4.566 -0.127 -1.812 -0.083 -0.090 0.056 -0.15
C 4.972 0.000 -3.140 0.093 -0.058 0.068 -0.04
C 5.973 0.896 -3.481 0.045 -0.038 0.040 -0.08
C 6.583 1.674 -2.502 -0.013 -0.040 -0.015 -0.08
C 6.180 1.551 -1.182 0.008 -0.029 0.021 -0.09
C 5.172 0.655 -0.839 0.033 0.005 0.008 -0.04
H 3.687 -1.647 0.637 -0.059 -0.036 0.042 0.15
H 2.086 -2.703 -3.266 -0.025 -0.061 -0.056 0.10
H 2.619 -5.031 -3.921 0.003 0.033 0.034 0.10
H 4.595 -6.170 -2.961 -0.010 0.066 -0.008 0.10
H 6.072 -4.947 -1.387 -0.040 0.002 -0.016 0.10
H 5.560 -2.621 -0.766 -0.044 -0.033 -0.051 0.12
H 4.491 -0.600 -3.902 0.019 -0.008 0.002 0.12
H 6.283 0.989 -4.516 -0.022 -0.007 0.044 0.11
H 7.373 2.366 -2.769 -0.042 -0.006 0.004 0.10
H 6.651 2.155 -0.413 -0.037 -0.033 -0.032 0.10
H 4.849 0.573 0.192 0.009 0.003 -0.020 0.10
C 0.721 -2.681 -6.129 -0.027 0.006 0.091 -0.05
C -0.355 -2.194 -5.192 0.042 -0.111 0.035 -0.24
C -0.934 -3.069 -4.277 0.045 -0.052 0.045 -0.06
C -1.923 -2.629 -3.409 -0.002 0.021 -0.016 -0.07
C -2.378 -1.324 -3.484 0.023 0.000 0.056 -0.01
C -1.796 -0.438 -4.387 -0.222 0.019 0.044 -0.18
N -2.289 0.873 -4.546 0.295 -0.007 0.289 0.09
C -3.039 1.630 -3.649 -0.074 0.010 0.055 -0.24
C -4.087 2.396 -4.178 -0.033 -0.082 -0.005 -0.05
C -4.873 3.204 -3.381 -0.024 0.021 -0.068 -0.09
C -4.652 3.260 -2.012 -0.015 0.021 0.056 -0.08
C -3.610 2.528 -1.475 0.026 -0.013 0.035 -0.02
C -2.784 1.736 -2.275 0.067 0.034 -0.042 -0.07
C -1.624 1.164 -1.512 -0.296 -0.141 -0.587 -0.55
O -0.500 1.677 -1.487 -0.067 0.034 -0.177 0.02
O -1.871 0.186 -0.701 -1.405 -0.095 -1.694 -0.27
C -0.761 -0.860 -5.228 0.086 0.147 -0.003 -0.17
C -0.090 0.122 -6.153 -0.007 -0.035 0.042 -0.03
H 0.849 -3.760 -6.039 0.009 -0.003 -0.002 0.07
H 1.680 -2.205 -5.906 0.002 -0.017 -0.018 0.08
H 0.476 -2.454 -7.169 0.035 -0.005 0.021 0.08
H -0.615 -4.107 -4.249 0.016 0.083 0.002 0.10
H -2.365 -3.309 -2.688 0.024 0.035 -0.050 0.10
H -3.196 -1.002 -2.855 0.029 0.077 0.071 0.10
H -2.376 1.170 -5.501 0.005 0.084 -0.098 0.12
H -4.275 2.338 -5.246 -0.025 -0.014 0.058 0.11
H -5.671 3.784 -3.830 0.028 -0.028 0.007 0.10
H -5.273 3.877 -1.374 0.031 -0.025 -0.021 0.10
H -3.395 2.578 -0.411 -0.031 -0.035 -0.033 0.11
H -0.174 1.136 -5.759 -0.011 -0.054 -0.025 0.05
H -0.528 0.109 -7.158 0.023 0.014 0.030 0.09
H 0.971 -0.110 -6.253 -0.051 0.025 -0.016 0.08

# 2
150
Properties=species:S:1:pos:R:3:forces:R:3:mulliken_spin:R:1 method="wB97M-V/def2-TZVPD" lumo_ev="0.4 / 0.4" s_squared=2.004 total_energy_ev=-162167.6354 e_above_lowest_ev=0.000 multiplicity=3 homo_lumo_gap_ev="7.892 / 7.870" homo_energy_ha="-0.277 / -0.276"
Ni 1.215 2.153 -1.328 0.372 -0.282 0.285 1.78
C -0.731 0.218 -0.951 -0.029 2.253 -0.913 0.01
O 0.147 0.800 0.031 -0.139 -0.548 1.250 -0.04
O -0.320 0.868 -2.063 0.336 -1.281 -0.276 0.05
C -0.702 -1.324 -0.874 0.638 0.439 -0.390 0.00
F -1.229 -1.751 0.296 0.036 -0.140 -0.174 0.00
F -1.420 -1.898 -1.857 -0.016 0.340 0.107 0.00
F 0.553 -1.812 -0.969 -0.372 -0.135 0.168 0.00
C -0.011 0.535 1.418 0.343 0.742 0.240 0.01
C 0.918 1.435 2.218 -0.012 -0.185 -0.810 0.00
H 0.766 1.206 3.272 0.218 0.262 0.063 0.00
H 1.949 1.274 1.908 0.080 -0.090 0.271 0.00
H 0.718 2.484 1.997 -0.196 0.018 0.182 0.00
H 0.218 -0.513 1.629 -0.159 0.043 -0.012 0.00
H -1.020 0.797 1.762 0.538 -0.148 -1.109 0.00
H -1.781 0.490 -0.751 -0.162 -0.166 0.563 0.01
C 3.217 5.086 1.170 0.234 -0.839 0.425 0.00
C 3.607 3.956 0.202 -0.479 0.654 -1.675 0.01
O 2.509 3.263 -0.254 -0.768 -0.414 0.514 0.02
H 4.083 5.688 1.456 -0.020 0.047 0.020 0.00
H 2.772 4.658 2.073 0.027 0.053 0.089 0.00
H 2.459 5.725 0.716 0.083 0.017 -0.182 0.00
H 4.424 3.289 0.523 -0.047 0.107 0.727 0.00
H 4.070 4.489 -0.656 0.240 0.042 -0.040 0.00
N 1.806 2.837 -3.154 -0.534 0.952 -1.278 0.05
C 2.341 4.047 -3.430 0.668 -0.219 0.147 -0.01
C 2.804 4.400 -4.692 -0.176 -0.334 0.014 0.01
C 2.603 3.538 -5.762 -0.114 0.097 0.080 0.00
C 1.920 2.356 -5.524 0.028 0.814 -0.046 0.01
C 1.520 2.091 -4.225 0.789 -1.512 -0.361 -0.01
H 2.499 4.736 -2.613 -0.075 -0.264 0.349 0.00
H 3.370 5.306 -4.857 -0.205 0.184 0.235 0.00
H 2.965 3.833 -6.738 0.003 -0.224 -0.072 0.00
H 1.691 1.638 -6.296 0.023 0.005 -0.025 0.00
H 1.129 1.085 -4.112 -0.451 0.288 0.696 0.00
N -5.145 -2.728 -5.584 0.402 -0.841 -0.338 0.00
C -4.371 -3.353 -6.481 0.828 0.272 0.256 0.00
C -3.171 -3.970 -6.134 -1.031 0.090 0.153 0.00
C -2.871 -4.085 -4.785 1.546 -0.287 -0.287 0.00
C -3.627 -3.473 -3.813 -1.010 0.413 -1.086 0.00
C -4.762 -2.812 -4.307 -0.071 0.988 0.253 0.00
H -4.594 -3.291 -7.540 -0.488 0.184 0.069 0.00
H -2.511 -4.323 -6.913 0.026 -0.239 0.106 0.00
H -1.933 -4.577 -4.551 -0.141 -0.043 0.335 0.00
H -3.331 -3.412 -2.780 -0.153 -0.178 0.074 0.00
H -5.360 -2.152 -3.687 0.008 -0.371 0.445 0.00
N 2.770 0.452 -1.258 0.384 -0.456 -0.093 0.04
C 2.752 -0.529 -2.185 0.081 1.097 0.625 0.00
C 3.730 -1.502 -2.238 -0.450 0.143 -0.828 0.00
C 4.760 -1.503 -1.322 0.042 -0.546 -0.025 0.00
C 4.756 -0.566 -0.308 -0.320 0.346 -0.409 0.00
C 3.755 0.405 -0.348 -0.021 0.371 0.041 0.00
H 1.950 -0.423 -2.901 0.015 -0.393 -0.074 0.00
H 3.680 -2.203 -3.063 0.126 -0.140 0.106 0.00
H 5.511 -2.276 -1.433 0.160 0.117 0.293 0.00
H 5.525 -0.520 0.449 0.007 -0.011 0.014 0.00
H 3.788 1.235 0.347 -0.258 0.011 0.048 0.00
N -0.806 4.928 3.551 0.182 -0.190 0.308 0.00
C 0.207 4.597 4.373 -0.179 0.467 -0.445 0.00
C 0.366 5.146 5.628 -0.327 -0.432 0.775 0.00
C -0.615 5.999 6.119 0.416 0.591 -0.462 0.00
C -1.663 6.323 5.289 -0.689 -0.428 -0.032 0.00
C -1.751 5.735 4.023 0.952 1.068 0.538 0.00
H 0.967 3.944 3.964 -0.062 -0.149 -0.049 0.00
H 1.170 4.837 6.285 0.222 0.084 -0.248 0.00
H -0.490 6.548 7.044 -0.042 -0.369 0.224 0.00
H -2.454 6.974 5.641 0.067 0.135 -0.150 0.00
H -2.495 6.143 3.349 -0.238 -0.614 -0.217 0.00
N -0.270 3.711 -1.214 0.037 1.152 -0.453 0.07
C -1.157 3.959 -2.202 1.186 0.163 -0.118 0.00
C -2.103 4.962 -2.145 0.320 0.049 -0.268 0.00
C -2.188 5.763 -1.016 0.544 0.510 -0.555 0.00
C -1.212 5.610 -0.045 -0.253 0.980 -0.694 0.00
C -0.328 4.554 -0.172 2.236 1.110 0.028 -0.01
H -0.999 3.420 -3.126 -0.227 -0.441 0.169 0.00
H -2.718 5.100 -3.024 -0.266 0.050 0.194 0.00
H -2.982 6.495 -0.945 0.122 0.115 0.121 0.00
H -1.235 6.253 0.822 0.300 -0.164 0.186 0.00
H 0.396 4.407 0.618 0.161 -0.292 -0.096 0.00
N 1.504 -1.708 -5.075 -0.603 -0.305 0.577 0.00
C 0.757 -2.479 -4.259 0.393 -0.645 -0.607 0.00
C 0.739 -3.873 -4.384 0.336 0.358 -0.132 0.00
C 1.498 -4.463 -5.387 0.200 -0.174 0.737 0.00
C 2.238 -3.678 -6.251 -0.053 0.016 0.215 0.00
C 2.207 -2.307 -6.035 -0.070 0.261 -0.069 0.00
H 0.184 -2.008 -3.472 0.088 0.256 -0.171 0.00
H 0.228 -4.544 -3.705 -0.253 0.350 0.179 0.00
H 1.592 -5.541 -5.328 -0.088 -0.044 -0.584 0.00
H 2.859 -4.121 -7.017 0.022 0.102 -0.065 0.00
H 2.785 -1.624 -6.646 0.091 -0.122 -0.134 0.00
N -1.232 -5.893 -1.978 -1.024 0.483 0.118 0.00
C -1.349 -4.934 -1.026 0.927 -0.649 -0.757 0.00
C -0.838 -5.089 0.246 0.738 -0.088 0.309 0.00
C -0.132 -6.262 0.563 -0.850 0.729 0.119 0.00
C -0.138 -7.266 -0.365 -0.502 -0.711 -0.239 0.00
C -0.761 -7.063 -1.602 0.853 -0.364 0.913 0.00
H -1.737 -3.987 -1.368 -0.209 -0.105 0.153 0.00
H -0.871 -4.267 0.949 -0.178 -0.029 0.017 0.00
H 0.338 -6.386 1.529 0.034 0.015 0.012 0.00
H 0.236 -8.258 -0.143 0.230 0.112 0.022 0.00
H -0.802 -7.941 -2.238 -0.099 0.395 -0.570 0.00
N -4.972 2.957 -0.065 0.401 -0.020 -0.447 0.00
C -3.723 3.149 -0.528 -1.231 0.515 1.386 0.00
C -2.702 3.536 0.333 -0.360 -1.807 0.397 0.00
C -2.944 3.646 1.702 0.149 -0.451 -1.128 0.00
C -4.218 3.376 2.160 0.510 0.365 0.807 0.00
C -5.197 3.060 1.249 -0.380 -0.273 -0.931 0.00
H -3.587 3.188 -1.600 -0.142 -0.600 0.065 0.00
H -1.686 3.664 -0.024 -2.448 -1.389 0.720 0.01
H -2.104 3.903 2.334 -0.255 -0.081 0.111 0.00
H -4.380 3.428 3.230 -0.421 -0.059 -0.028 0.00
H -6.231 2.875 1.512 0.032 -0.019 0.372 0.00
N 0.030 -4.264 5.156 -0.095 -0.420 -0.160 0.00
C 0.263 -4.027 3.856 0.358 0.284 1.011 0.00
C 0.267 -2.749 3.323 0.336 -0.223 -0.603 0.00
C -0.064 -1.675 4.127 -0.888 -0.223 0.082 0.00
C -0.459 -1.950 5.422 0.696 0.116 0.762 0.00
C -0.318 -3.244 5.928 -0.332 0.552 -0.688 0.00
H 0.580 -4.883 3.276 -0.106 -0.014 -0.133 0.00
H 0.580 -2.639 2.291 -0.128 0.179 -0.013 0.00
H -0.137 -0.658 3.765 0.224 -0.132 -0.091 0.00
H -0.714 -1.145 6.101 -0.192 -0.018 -0.056 0.00
H -0.526 -3.426 6.975 0.048 -0.227 0.008 0.00
N -5.128 -0.351 2.995 0.072 0.055 0.478 0.00
C -5.296 0.023 4.271 0.112 -0.249 0.145 0.00
C -4.278 0.490 5.083 0.176 0.675 -0.505 0.00
C -3.028 0.677 4.511 0.256 -0.759 0.620 0.00
C -2.807 0.249 3.218 -0.596 -0.084 -0.337 0.00
C -3.893 -0.261 2.495 -0.205 0.632 0.413 0.00
H -6.273 -0.066 4.733 -0.258 -0.133 -0.419 0.00
H -4.448 0.829 6.095 -0.199 -0.210 0.048 0.00
H -2.234 1.011 5.171 0.182 0.272 -0.328 0.00
H -1.851 0.346 2.723 -0.680 -0.275 0.768 0.00
H -3.803 -0.517 1.447 0.185 -0.181 -0.031 0.00
N 3.278 -5.294 1.739 -0.250 0.218 -0.468 0.00
C 3.020 -3.995 1.586 0.405 0.628 -0.203 0.00
C 2.652 -3.394 0.375 0.245 -0.774 0.565 0.00
C 2.514 -4.247 -0.686 -0.527 -0.625 -1.399 0.00
C 2.773 -5.620 -0.598 -0.175 1.619 0.394 0.00
C 3.154 -6.065 0.649 0.503 -0.733 0.055 0.00
H 3.203 -3.346 2.436 -0.142 -0.187 0.253 0.00
H 2.517 -2.334 0.221 -0.062 0.025 0.415 0.00
H 2.152 -3.874 -1.639 0.163 0.156 0.009 0.00
H 2.644 -6.213 -1.491 0.127 -0.396 0.214 0.00
H 3.439 -7.107 0.766 -0.145 -0.008 0.222 0.00
C 2.887 -0.166 5.086 0.175 0.570 -0.705 0.00
Cl 2.625 1.585 5.311 -0.126 -0.230 0.371 0.00
Cl 3.655 -0.378 3.475 -0.053 -0.420 0.562 0.00
H 3.530 -0.513 5.884 0.160 -0.071 -0.166 0.00
H 1.937 -0.686 5.070 0.050 0.095 0.046 0.00